1.
# C27H70O8

A cluster of 8 separate species, C27H70O8 in total (ωB97M-V/def2-TZVPD, the OMol25 dataset).

XYZ file:
```
105
C27H70O8 | the OMol25 dataset | ωB97M-V/def2-TZVPD
C -8.20049 3.74674 -4.27652
C -9.06515 2.51460 -4.20418
C -8.51510 1.27367 -4.94624
O -9.33730 2.13746 -2.89105
H -7.21676 3.45090 -3.91201
H -8.53612 4.54036 -3.60898
H -8.19132 4.10070 -5.30740
H -10.04394 2.88728 -4.50616
H -7.47400 1.11409 -4.66563
H -8.48064 1.48519 -6.01497
H -9.07299 0.36485 -4.72062
H -9.72846 1.26207 -2.84332
C 3.05917 5.86703 -3.47972
C 2.22703 4.66869 -3.15318
C 2.96312 3.46205 -3.45586
O 1.75972 4.68527 -1.78854
H 4.06665 5.96685 -3.07583
H 2.51968 6.77342 -3.20499
H 3.24671 5.77899 -4.54986
H 1.36727 4.64073 -3.82260
H 2.39057 2.57459 -3.18621
H 3.88783 3.54313 -2.88453
H 3.10990 3.27538 -4.51968
H 1.38535 3.81962 -1.60941
C -6.16368 -6.46333 -3.84978
C -6.09046 -5.07689 -4.49424
C -5.17092 -3.98052 -4.03702
O -5.78176 -5.31577 -5.86410
H -6.45174 -6.36376 -2.80324
H -5.21682 -6.96032 -3.63866
H -6.77418 -7.09213 -4.49785
H -7.11323 -4.71328 -4.39503
H -5.39520 -3.76898 -2.99153
H -5.39992 -3.04354 -4.54471
H -4.12298 -4.18353 -4.25774
H -6.33637 -6.03068 -6.18489
C 1.21775 -7.65737 5.87581
C 1.88376 -6.76953 4.79483
C 1.17068 -5.40101 4.59209
O 3.24917 -6.58720 5.21736
H 1.81072 -8.55248 6.06360
H 0.36098 -8.13884 5.40439
H 0.99990 -7.23302 6.85590
H 1.95471 -7.36548 3.88493
H 1.30217 -4.91645 5.55957
H 0.10936 -5.44374 4.34740
H 1.60047 -4.68782 3.88871
H 3.22163 -6.05971 6.01899
C 8.16449 -0.60610 0.52846
C 7.13988 -1.72671 0.65489
C 5.99557 -1.37225 1.60524
O 6.60421 -1.89904 -0.57703
H 8.98707 -0.81584 -0.15526
H 8.76922 -0.49513 1.42851
H 7.72932 0.34499 0.22160
H 7.70982 -2.60387 0.96126
H 5.66556 -0.34127 1.47759
H 6.21689 -1.40474 2.67204
H 5.16933 -2.06789 1.45854
H 6.14907 -2.74046 -0.49663
C 0.11128 2.19234 2.69114
C -0.56125 0.99228 1.94829
O -0.80290 1.40007 0.57934
C -2.00102 0.72482 0.03877
C -2.17721 1.48203 -1.34281
H 1.10570 2.34785 2.27278
H -0.47928 3.10800 2.66099
H 0.34931 2.00986 3.73906
H 0.04418 0.08594 1.95809
H -1.51970 0.92185 2.46260
H -1.76173 -0.32598 -0.12453
H -2.89200 0.85287 0.65347
H -2.35919 2.54492 -1.18391
H -2.98580 0.98860 -1.88207
H -1.25468 1.33848 -1.90534
C 1.94246 -4.42867 -1.62326
C 2.59337 -4.86993 -2.97437
O 3.92631 -5.31990 -2.64542
C 4.02946 -6.73900 -2.76098
C 5.36047 -7.11425 -2.07267
H 1.83889 -5.33122 -1.02096
H 2.42649 -3.63506 -1.05407
H 0.91104 -4.11306 -1.78039
H 1.93136 -5.61446 -3.41651
H 2.57060 -4.01161 -3.64584
H 3.29429 -7.33992 -2.22570
H 4.21089 -6.96536 -3.81167
H 6.15983 -6.53072 -2.52940
H 5.73618 -8.12712 -2.21769
H 5.30716 -6.79893 -1.03064
C 0.87275 10.53060 8.18142
C 1.11944 9.72483 6.89777
O -0.07451 9.34765 6.21915
C 0.14293 8.73229 4.97332
C -1.15920 8.25604 4.52491
H 0.11566 11.30495 8.05781
H 0.58388 9.95947 9.06373
H 1.77270 11.11285 8.37937
H 1.65539 10.37568 6.20694
H 1.70843 8.85115 7.17683
H 0.54433 9.47862 4.28776
H 0.80794 7.87465 5.07482
H -1.01526 7.80677 3.54230
H -1.87783 9.06639 4.40246
H -1.53637 7.45337 5.15861
```

- SMILES string: CC(C)O.CC(C)O.CC(C)O.CC(C)O.CC(C)O.CCOCC.CCOCC.CCOCC

Atom charges from the Löwdin analysis, given in e for atoms 1 to 5: number 1, C, carries -0.056; number 2, C, carries -0.529; number 3, C, carries -0.042; number 4, O, carries -0.056; number 5, H, carries 0.080

***

2.
# C27H71N3O10PS7

A cluster of 7 separate species, C27H71N3O10PS7 in total (ωB97M-V/def2-TZVPD, the OMol25 dataset).

XYZ file:
```
119
C27H71N3O10PS7 | the OMol25 dataset | ωB97M-V/def2-TZVPD
C -0.50024 0.97747 3.47375
C -2.04110 1.00727 4.12350
O -2.75326 -0.12381 3.50863
C -4.14146 0.21105 3.15518
C -4.39610 -0.12865 1.53753
N -4.93561 1.13793 0.91260
C -5.90204 0.87889 -0.21904
C -7.49838 0.84460 0.25545
C -8.30791 0.15220 -1.03422
C -7.98775 2.42335 0.27377
C -3.85963 2.13751 0.56618
N -3.48019 3.01722 1.58689
N -3.10739 2.26499 -0.73552
O -2.89763 1.08844 -1.34827
C -1.54260 1.12736 -1.99234
C -0.45458 0.71069 -0.83499
C -0.87720 -0.72383 -0.14158
C 1.09379 0.56761 -1.36484
C 1.59485 2.09850 -1.80649
C 1.31363 -0.53586 -2.55941
P -3.77373 3.51405 -1.81691
O -2.52214 4.60807 -2.35618
O -5.04037 4.48682 -1.11146
S -4.45602 2.60326 -3.44322
H -0.42027 1.85297 2.67823
H -0.26827 -0.05741 2.95112
H 0.33524 1.16583 4.27125
H -2.48121 2.06465 3.88006
H -1.95981 0.78809 5.29328
H -4.48360 1.29135 3.44956
H -4.83025 -0.53021 3.78840
H -3.36795 -0.45729 1.08612
H -5.16160 -1.01852 1.52152
H -5.68095 -0.22654 -0.61238
H -5.85365 1.64108 -1.10495
H -7.67269 0.27482 1.26241
H -8.38409 -1.01427 -0.88291
H -9.38977 0.58583 -1.15172
H -7.70972 0.36603 -2.04425
H -7.76232 2.92396 -0.77840
H -7.41191 3.08383 1.07637
H -9.14953 2.53049 0.47746
H -2.46324 3.32882 1.56292
H -4.10321 3.30423 2.37378
H -1.28653 2.18422 -2.44565
H -1.53823 0.37594 -2.91527
H -0.44587 1.59140 -0.03149
H -0.01815 -1.52873 -0.13966
H -1.84553 -1.21240 -0.63813
H -1.18707 -0.47838 0.98445
H 1.78553 0.21418 -0.45888
H 1.69707 2.14420 -2.97463
H 0.77564 2.88231 -1.44128
H 2.60881 2.30868 -1.24549
H 0.32718 -0.72607 -3.19353
H 2.18048 -0.22077 -3.29348
H 1.57827 -1.57728 -2.04170
H -1.86424 4.64821 -1.59252
H -5.68932 3.88998 -0.61920
C 0.80403 -4.06382 1.95267
S 2.12064 -2.83769 1.75554
O 1.90882 -2.15832 0.43527
C 3.46013 -4.03454 1.54207
H -0.14664 -3.53722 2.06503
H 0.75840 -4.70895 1.07180
H 0.99301 -4.66186 2.84701
H 3.25180 -4.68140 0.68659
H 3.56355 -4.63359 2.44963
H 4.38859 -3.48669 1.36353
C -2.36065 1.30072 -7.03873
S -3.70602 1.44783 -8.24042
O -3.23479 0.82678 -9.52172
C -3.59016 3.24288 -8.43179
H -2.22508 0.24384 -6.79719
H -1.43471 1.69654 -7.46318
H -2.62140 1.84785 -6.12996
H -2.58908 3.51970 -8.77075
H -3.81126 3.72749 -7.47812
H -4.32452 3.55967 -9.17639
C 9.25898 -4.29914 1.74169
S 7.77939 -3.74920 2.62718
O 6.58878 -4.29522 1.89655
C 7.93482 -2.00232 2.18389
H 9.34503 -5.38299 1.84923
H 9.17657 -4.04611 0.68179
H 10.14158 -3.82254 2.17423
H 7.93361 -1.89001 1.09712
H 8.86011 -1.59968 2.60215
H 7.08343 -1.46151 2.60425
C 7.56537 1.77591 -2.25012
S 6.54457 0.72817 -1.18432
O 7.25371 0.59783 0.13084
C 6.82296 -0.80330 -2.10591
H 7.56979 2.78850 -1.83980
H 8.58867 1.39370 -2.28138
H 7.14100 1.79634 -3.25645
H 7.89153 -1.02744 -2.14608
H 6.42255 -0.69980 -3.11694
H 6.30217 -1.61549 -1.59289
C 6.91659 -8.56994 0.46568
S 8.40044 -8.12812 1.40306
O 9.30025 -7.35676 0.48390
C 9.05563 -9.81021 1.51952
H 6.36169 -7.65550 0.24297
H 7.19702 -9.05996 -0.46997
H 6.29058 -9.23480 1.06510
H 9.20491 -10.22422 0.51952
H 8.36070 -10.43517 2.08496
H 10.01450 -9.77274 2.04221
C -4.46065 5.61079 5.66876
S -5.80602 5.75791 4.46708
O -5.33479 5.13686 3.18577
C -5.69016 7.55296 4.27570
H -4.32508 4.55391 5.91030
H -3.53471 6.00662 5.24431
H -4.72140 6.15793 6.57754
H -4.68908 7.82977 3.93674
H -5.91126 8.03757 5.22937
H -6.42452 7.86975 3.53111
```

- Net charge: +1

Atom charges from the Löwdin analysis, given in e for atoms 1 to 5: number 1, C, carries -0.084; number 2, C, carries -0.228; number 3, O, carries -0.224; number 4, C, carries -0.159; number 5, C, carries -0.087

***

3.
# C27H72O29S9V

A structure of composition C27H72O29S9V (ωB97M-V/def2-TZVPD, the OMol25 dataset).

XYZ file:
```
138
C27H72O29S9V | the OMol25 dataset | ωB97M-V/def2-TZVPD
O 1.16308 1.29043 -0.91787
V 0.40646 0.07612 -0.31916
O 0.34169 0.18711 1.24608
O 2.47371 4.12990 3.72205
S 2.11836 3.34675 2.56441
O 3.11187 2.47829 1.96229
O 0.91849 2.34327 2.90955
C -0.16878 2.78947 3.72908
C -0.21669 1.80342 4.89444
C 1.37942 4.37656 1.27519
H -1.08961 2.71292 3.15089
H -0.08043 3.83846 4.01155
H -0.18613 0.79281 4.49226
H -1.05441 1.94959 5.57389
H 0.69189 1.86513 5.49750
H 0.77831 3.66856 0.71008
H 2.19044 4.77270 0.66938
H 0.77566 5.16093 1.72248
O 2.85629 5.31931 -1.75320
S 4.23669 4.97055 -1.46133
O 4.64810 4.93697 -0.07762
O 4.53849 3.54474 -2.14194
C 4.37500 2.38438 -1.28569
C 4.15740 1.22176 -2.24062
C 5.37797 5.94926 -2.48334
H 3.52739 2.52771 -0.61597
H 5.27354 2.27509 -0.67772
H 3.97300 0.29690 -1.68511
H 5.06179 1.01962 -2.81296
H 3.25112 1.37465 -2.82203
H 6.33585 5.45645 -2.30806
H 5.49331 6.97001 -2.13655
H 5.08209 5.78303 -3.51369
O -1.96238 3.23640 -3.22709
S -1.32405 2.04532 -3.70129
O -0.94333 1.03335 -2.73956
O -2.17607 1.31847 -4.86465
C -2.56858 2.13670 -5.99881
C -3.71253 1.37331 -6.63845
C 0.13534 2.53798 -4.65563
H -1.72807 2.26843 -6.68131
H -2.88951 3.12469 -5.66494
H -4.05099 1.92785 -7.51492
H -4.50667 1.30069 -5.89995
H -3.34624 0.40605 -6.97568
H 0.95543 2.61255 -3.93751
H -0.00238 3.56730 -4.98519
H 0.42821 1.87404 -5.46165
O 0.91038 -1.07847 -2.27155
S 1.41480 -1.56095 -3.53301
O 1.89357 -0.63371 -4.52092
O 2.59398 -2.59291 -3.16180
C 3.78888 -2.60097 -3.93851
C 4.73331 -3.62689 -3.32128
C 0.19095 -2.55794 -4.40670
H 4.40082 -1.69418 -3.92835
H 3.60965 -2.76793 -5.00207
H 4.54491 -4.65566 -3.63627
H 4.67938 -3.64668 -2.23325
H 5.73802 -3.34270 -3.63200
H 0.60163 -2.85905 -5.36303
H -0.64770 -1.86612 -4.52597
H -0.24621 -3.35411 -3.80555
O -0.76422 -4.03896 -1.37953
S -0.06884 -3.63193 -0.17890
O 0.14243 -2.23598 0.10416
O -0.93256 -4.15736 1.10423
C -1.38883 -5.51454 1.02748
C -2.13123 -5.89267 2.30156
C 1.47147 -4.57319 0.05468
H -0.55113 -6.21101 0.92127
H -1.95826 -5.69940 0.11369
H -2.93342 -5.22144 2.59547
H -1.37082 -5.95310 3.08281
H -2.50684 -6.91233 2.21948
H 1.24618 -5.59732 -0.22838
H 1.69034 -4.38281 1.09903
H 2.17692 -4.18059 -0.67693
O -2.60931 -1.39795 -2.74617
S -2.85961 -1.00228 -1.38991
O -1.84108 -0.42480 -0.53021
O -4.06015 0.08740 -1.38809
C -5.28170 -0.19319 -2.10935
C -5.73397 1.14441 -2.66326
C -3.66473 -2.31660 -0.47722
H -5.99831 -0.54385 -1.36522
H -5.07966 -0.91912 -2.89658
H -5.81658 1.91111 -1.89309
H -6.74850 1.10292 -3.07081
H -5.10587 1.51129 -3.47437
H -3.75845 -1.95045 0.54447
H -3.00503 -3.18202 -0.48161
H -4.64552 -2.51339 -0.89769
O 4.64965 -2.09724 0.17879
S 3.63590 -1.36913 0.90505
O 2.52060 -0.77170 0.22757
O 2.99339 -2.38044 2.01659
C 3.83736 -3.46830 2.43207
C 3.29952 -3.95676 3.74854
C 4.42310 -0.16679 1.96657
H 4.89274 -3.19555 2.52961
H 3.87519 -4.22848 1.64757
H 2.21915 -4.12040 3.67086
H 3.41192 -3.25598 4.57431
H 3.72438 -4.91758 4.03948
H 3.78435 0.26279 2.73115
H 4.84311 0.54200 1.25487
H 5.24658 -0.62173 2.52079
O -1.41955 4.92310 -0.74098
S -1.96350 3.79797 -0.03498
O -1.23089 2.55093 0.01225
O -2.21475 4.20353 1.53431
C -2.54453 5.58936 1.77815
C -2.21804 5.84896 3.24089
C -3.66386 3.49243 -0.55030
H -3.63803 5.62952 1.72488
H -2.09374 6.30580 1.09861
H -1.19593 6.22318 3.38118
H -2.32602 4.99046 3.89724
H -2.75590 6.70814 3.65005
H -3.47757 3.05199 -1.53167
H -4.19003 4.42671 -0.71697
H -4.06481 2.77584 0.15758
O -3.12206 -0.85952 5.38580
S -1.90091 -1.58782 5.56014
O -0.80345 -1.09985 6.33790
O -2.21550 -3.03889 6.22329
C -3.36053 -3.72363 5.71012
C -3.15785 -5.19964 5.96675
C -1.31204 -2.02602 3.91642
H -3.39262 -3.59746 4.61845
H -4.34363 -3.36371 6.01518
H -3.96155 -5.78029 5.51202
H -3.19325 -5.39120 7.04058
H -2.19651 -5.53083 5.57957
H -2.13847 -2.33122 3.28200
H -0.53548 -2.77350 4.05488
H -0.89456 -1.11760 3.48044
```

- Relative energy (zero: lowest compared OMol25 entry of this formula, charge and spin): 0.000 eV
- Net charge: +1

Atom charges from the Löwdin analysis, given in e for atoms 1 to 5: number 1, O, carries -0.250; number 2, V, carries 0.888; number 3, O, carries -0.255; number 4, O, carries -0.274; number 5, S, carries 0.629

***

4.
# C27H72O9

A structure of composition C27H72O9 (ωB97M-V/def2-TZVPD, the OMol25 dataset).

XYZ file:
```
108
C27H72O9 | the OMol25 dataset | ωB97M-V/def2-TZVPD
C 0.81906 -2.81390 -4.68348
C 0.85391 -2.45443 -3.22208
C 2.23755 -2.48850 -2.64257
O 0.47355 -1.14623 -3.00155
H -0.18949 -2.95602 -5.07168
H 1.27303 -3.79353 -4.83293
H 1.43913 -2.11866 -5.24940
H 0.18319 -3.11848 -2.67685
H 2.17615 -2.12774 -1.61584
H 2.97648 -1.88800 -3.17312
H 2.56353 -3.52814 -2.67427
H 0.89920 -0.62276 -3.68448
C -0.02349 1.01421 -1.39106
C 0.41070 -0.17155 -0.59483
C 0.04200 -0.19448 0.84780
O -0.00261 -1.39834 -1.16191
H 0.27229 1.96772 -0.95354
H -1.10761 1.11663 -1.43916
H 0.43285 1.07724 -2.37894
H 1.49742 -0.10273 -0.64386
H 0.30520 0.73312 1.35610
H 0.55298 -1.01727 1.34782
H -1.02605 -0.32877 1.01912
H 0.17035 -1.35992 -2.10542
C -3.10281 -3.58380 3.02278
C -1.93336 -2.64119 3.30420
C -1.79118 -1.62177 2.11622
O -2.25947 -1.96733 4.53075
H -3.05567 -4.24009 3.89180
H -2.94480 -4.19550 2.13455
H -4.09196 -3.12647 3.00019
H -0.96867 -3.14039 3.39531
H -2.67557 -1.05760 1.82009
H -1.42019 -2.11152 1.21589
H -1.03136 -0.92038 2.46091
H -1.53390 -1.38504 4.76757
C -2.78856 -2.69363 -0.36491
C -3.44473 -2.06607 -1.57427
C -2.39467 -1.63209 -2.55592
O -4.31430 -3.07259 -2.12620
H -2.12435 -1.98234 0.12602
H -2.19362 -3.56836 -0.62758
H -3.57824 -2.98277 0.32855
H -4.00587 -1.18749 -1.25596
H -1.69998 -0.93097 -2.09337
H -2.89375 -1.10470 -3.36887
H -1.83233 -2.43988 -3.02427
H -3.80568 -3.80532 -2.48118
C 1.54927 1.90733 2.84225
C 1.14884 3.23442 3.49638
C -0.26895 3.21236 4.18678
O 2.07641 3.38318 4.51833
H 1.24892 1.11513 3.52805
H 2.59764 1.74127 2.59438
H 0.90181 1.80093 1.97187
H 1.15985 4.11176 2.84966
H -0.40386 4.13445 4.75215
H -0.17601 2.42665 4.93653
H -1.15192 3.04885 3.56894
H 2.93923 3.35684 4.09825
C 0.18029 0.04807 -6.02219
C 1.44328 0.59819 -5.33421
C 1.10893 1.80610 -4.46001
O 1.98120 -0.31983 -4.52447
H 0.31830 -0.80273 -6.68944
H -0.26890 0.85900 -6.59553
H -0.62021 -0.19475 -5.32339
H 2.21955 0.83121 -6.06304
H 0.30818 1.65458 -3.73619
H 0.79372 2.69865 -5.00047
H 1.92745 2.05696 -3.78532
H 2.73812 0.11315 -4.12297
C 2.96738 1.46078 -1.18073
C 2.44794 2.92781 -1.22101
C 2.69947 3.66574 0.09426
O 3.22605 3.68331 -2.15171
H 3.93003 1.53460 -0.67479
H 2.97432 0.92684 -2.13097
H 2.34267 0.87500 -0.50642
H 1.41056 3.02870 -1.54004
H 3.74978 3.81826 0.34266
H 2.18480 3.26719 0.96855
H 2.29271 4.67204 -0.00590
H 2.90922 4.58758 -2.21102
C -3.47385 2.49652 3.29946
C -2.80777 2.56091 1.88563
C -1.75796 1.45046 1.76394
O -3.74574 2.35540 0.91302
H -2.74234 2.80489 4.04640
H -3.81485 1.46253 3.35125
H -4.35015 3.13476 3.41273
H -2.36495 3.54868 1.75790
H -2.19936 0.48109 1.99544
H -0.85265 1.50069 2.36892
H -1.40259 1.39696 0.73489
H -4.25383 1.56989 1.12846
C 1.00264 -2.46773 2.45456
C 2.10023 -1.63798 3.14010
C 2.32701 -0.29327 2.37170
O 1.49899 -1.30518 4.37960
H 1.47549 -2.73554 1.50968
H 0.06869 -1.95512 2.22419
H 0.67847 -3.45788 2.77490
H 2.99562 -2.23767 3.30362
H 2.67525 -0.40270 1.34464
H 3.06262 0.27227 2.94368
H 1.44857 0.34546 2.46374
H 2.20211 -0.97921 4.94614
```

- Relative energy (zero: lowest compared OMol25 entry of this formula, charge and spin): 15.712 eV

Atom charges from the Löwdin analysis, given in e for atoms 1 to 5: number 1, C, carries -0.026; number 2, C, carries -0.412; number 3, C, carries -0.005; number 4, O, carries 0.004; number 5, H, carries 0.091

***

| no. | HOMO-LUMO gap (eV) | HOMO energy (Ha) |
| --- | --- | --- |
| 1 | 9.95 | -0.3544 |
| 2 | 5.67 | -0.3681 |
| 3 | 9.72 | -0.4423 |
| 4 | 8.71 | -0.3080 |